{"formula": "C40H93BeCl6F3O22P5", "method": "ωB97M-V with the def2-TZVPD basis set", "homo_energy_ev": -10.916, "total_charge": 1, "orbital_gap_ev": 9.499, "energy_ev": -218177.7681, "symbols": ["Be", "C", "O", "O", "C", "F", "F", "F", "C", "C", "H", "H", "H", "H", "H", "H", "C", "C", "O", "P", "O", "O", "C", "C", "O", "C", "C", "H", "H", "H", "H", "H", "H", "H", "H", "H", "H", "H", "H", "H", "H", "H", "C", "C", "O", "P", "O", "O", "C", "C", "O", "C", "C", "H", "H", "H", "H", "H", "H", "H", "H", "H", "H", "H", "H", "H", "H", "H", "C", "C", "O", "P", "O", "O", "C", "C", "O", "C", "C", "H", "H", "H", "H", "H", "H", "H", "H", "H", "H", "H", "H", "H", "H", "H", "C", "C", "O", "P", "O", "O", "C", "C", "O", "C", "C", "H", "H", "H", "H", "H", "H", "H", "H", "H", "H", "H", "H", "H", "H", "H", "C", "C", "O", "P", "O", "O", "C", "C", "O", "C", "C", "H", "H", "H", "H", "H", "H", "H", "H", "H", "H", "H", "H", "H", "H", "H", "Cl", "C", "C", "Cl", "H", "H", "H", "H", "Cl", "C", "C", "Cl", "H", "H", "H", "H", "Cl", "C", "C", "Cl", "H", "H", "H", "H"], "xyz": [[13.40, 14.60, 14.81], [12.69, 16.21, 17.00], [13.88, 17.02, 17.07], [12.99, 15.05, 16.33], [12.20, 16.08, 18.44], [11.27, 15.10, 18.78], [13.30, 15.69, 19.25], [11.67, 17.26, 18.83], [13.83, 18.44, 17.17], [15.10, 19.02, 16.55], [14.98, 18.96, 15.45], [15.31, 20.06, 16.71], [15.99, 18.43, 16.79], [13.73, 18.68, 18.21], [12.93, 18.75, 16.65], [12.01, 16.80, 16.39], [12.67, 9.54, 13.04], [13.62, 9.93, 14.18], [12.83, 10.30, 15.42], [12.58, 11.75, 15.99], [12.87, 12.84, 15.00], [11.03, 11.89, 16.42], [10.13, 10.70, 16.38], [10.14, 9.76, 17.57], [13.51, 11.75, 17.27], [13.46, 12.23, 18.69], [14.64, 11.78, 19.57], [13.23, 9.40, 12.09], [12.09, 8.65, 13.37], [11.94, 10.32, 12.84], [14.25, 9.11, 14.60], [14.25, 10.78, 13.95], [9.18, 11.14, 16.27], [10.41, 10.26, 15.45], [9.30, 10.02, 18.23], [9.97, 8.72, 17.23], [11.08, 9.88, 18.10], [13.40, 13.30, 18.70], [12.57, 11.80, 19.14], [15.61, 12.09, 19.21], [14.39, 12.34, 20.47], [14.52, 10.72, 19.88], [16.57, 14.73, 18.90], [16.84, 15.37, 17.56], [16.06, 14.69, 16.62], [16.21, 14.79, 15.11], [14.94, 14.60, 14.40], [17.04, 16.03, 14.90], [17.99, 16.28, 13.67], [19.35, 16.51, 14.27], [17.18, 13.63, 14.64], [17.90, 12.76, 15.49], [18.87, 11.77, 14.75], [16.96, 13.72, 19.00], [17.07, 15.41, 19.63], [15.47, 14.70, 19.04], [16.54, 16.38, 17.70], [17.92, 15.40, 17.40], [17.82, 15.37, 13.13], [17.57, 17.16, 13.18], [20.03, 16.55, 13.41], [19.31, 17.42, 14.93], [19.70, 15.74, 14.96], [18.54, 13.37, 16.14], [17.11, 12.35, 16.12], [19.04, 10.95, 15.45], [18.38, 11.39, 13.85], [19.77, 12.32, 14.61], [10.91, 12.22, 10.48], [10.37, 13.50, 11.15], [11.17, 14.04, 12.27], [11.30, 15.41, 12.98], [12.61, 15.49, 13.74], [10.86, 16.57, 12.02], [11.82, 16.79, 10.74], [12.73, 15.60, 10.29], [9.99, 15.56, 13.92], [9.85, 14.89, 15.15], [9.03, 15.84, 16.05], [10.81, 11.35, 11.13], [10.19, 12.08, 9.63], [11.96, 12.33, 10.19], [10.32, 14.22, 10.37], [9.34, 13.32, 11.50], [11.03, 16.96, 9.93], [12.32, 17.69, 11.02], [12.99, 15.01, 11.15], [12.15, 14.93, 9.70], [13.64, 15.92, 9.75], [9.20, 13.96, 15.00], [10.79, 14.52, 15.62], [8.81, 15.31, 16.97], [9.48, 16.78, 16.22], [8.09, 16.09, 15.55], [13.54, 19.22, 21.34], [14.81, 18.96, 22.18], [15.47, 17.83, 21.61], [16.13, 16.85, 22.63], [16.93, 15.87, 21.86], [16.89, 17.74, 23.72], [18.26, 17.86, 23.62], [18.86, 18.11, 25.02], [14.95, 16.32, 23.50], [14.06, 15.37, 22.82], [12.71, 15.36, 23.56], [12.83, 18.45, 21.55], [13.13, 20.24, 21.55], [13.87, 19.16, 20.28], [15.45, 19.85, 22.28], [14.52, 18.71, 23.22], [18.69, 16.93, 23.20], [18.53, 18.64, 22.92], [18.68, 17.30, 25.77], [19.93, 18.26, 24.99], [18.37, 19.02, 25.45], [13.87, 15.85, 21.86], [14.72, 14.45, 22.70], [12.11, 14.47, 23.44], [12.85, 15.51, 24.61], [12.12, 16.19, 23.26], [9.69, 20.60, 11.13], [10.37, 20.24, 12.44], [11.72, 20.42, 12.17], [12.83, 19.92, 13.24], [12.48, 18.72, 14.06], [14.12, 19.87, 12.19], [15.11, 18.91, 12.52], [14.97, 17.68, 11.71], [13.06, 21.12, 14.22], [13.53, 22.41, 13.73], [13.29, 23.48, 14.69], [8.59, 20.61, 11.19], [10.14, 21.55, 10.88], [9.89, 19.80, 10.41], [10.08, 20.88, 13.28], [10.10, 19.24, 12.74], [16.05, 19.44, 12.25], [15.13, 18.72, 13.61], [14.50, 17.88, 10.70], [15.95, 17.17, 11.42], [14.38, 16.97, 12.21], [14.56, 22.34, 13.38], [12.89, 22.65, 12.84], [13.78, 23.24, 15.58], [13.80, 24.39, 14.37], [12.22, 23.62, 14.85], [9.82, 13.93, 21.59], [8.35, 13.96, 20.58], [8.53, 13.02, 19.45], [7.23, 13.36, 18.17], [8.26, 15.01, 20.29], [7.44, 13.65, 21.21], [8.32, 12.07, 19.82], [9.48, 13.02, 18.97], [16.88, 25.41, 14.74], [18.39, 24.50, 14.77], [18.24, 23.22, 14.01], [17.22, 22.02, 14.94], [18.68, 24.27, 15.79], [19.13, 25.25, 14.39], [19.22, 22.71, 13.86], [17.60, 23.44, 13.12], [10.09, 20.41, 17.28], [10.26, 19.87, 18.95], [9.14, 18.85, 19.24], [9.35, 18.21, 20.89], [10.25, 20.62, 19.73], [11.27, 19.44, 19.06], [9.19, 18.04, 18.50], [8.19, 19.40, 19.23]], "mulliken_charge": [0.0701, -0.2169, 0.4853, -0.4485, -0.3243, -0.0535, -0.2459, 0.0774, 1.1689, -0.8017, -0.6101, 0.6149, 0.1593, -1.1700, 0.0383, 0.2135, -0.6925, -0.0993, -0.1730, -1.0235, 0.0674, 0.7630, -0.6669, -1.0196, -0.2584, 1.0489, -1.5511, 0.3829, 0.3294, -0.0899, 0.2816, 0.1625, 0.5237, 0.4321, 0.2636, 0.3319, 0.2026, -0.7321, 0.4298, 0.1892, 0.4135, 0.4145, -0.7989, 0.1859, 1.6249, -0.0368, 0.4533, -0.3338, 0.0886, -1.3355, -0.4488, 0.2484, -1.3548, 0.1805, 0.4182, -0.2348, -0.5288, 0.4885, 0.4875, -0.0475, 0.4134, 0.3053, 0.2853, 0.1509, 0.1234, 0.3908, 0.3162, 0.3528, -1.1678, -0.3646, 0.0615, -0.3300, 1.5065, -0.5179, 0.0262, -0.8478, -0.5966, 1.2402, -1.1519, 0.2452, 0.4224, 0.2639, 0.3541, 0.4032, 0.4167, -0.0750, 0.0654, 0.3884, 0.4103, 0.1781, -0.9504, -0.1017, 0.1869, 0.5470, -0.7165, -0.3886, 0.0674, 1.0163, -0.8015, -0.4478, -0.1296, -1.2429, -0.3777, 0.8440, -1.3503, 0.1555, 0.3418, -0.0693, 0.3192, 0.4057, 0.2758, 0.2955, 0.2875, 0.4038, 0.2784, -0.5229, 0.3329, 0.2475, 0.4146, 0.3103, -1.3136, 0.0911, -0.3387, -0.4112, 0.4656, -0.3886, 1.1237, -0.7595, 0.1285, -0.0764, -1.4974, 0.3957, 0.3585, 0.2435, 0.3878, 0.0001, 0.3578, -0.8769, 0.4239, 0.3549, -0.1339, 0.2719, 0.3183, 0.3773, 0.3346, 0.3118, -0.1335, -0.4235, -0.1552, -0.2293, 0.1727, 0.3762, 0.5433, -0.1723, -0.1629, -0.3884, -0.6110, -0.0747, 0.2941, 0.3256, 0.3474, 0.2857, -0.1527, 0.1169, -0.0099, -0.2014, 0.4818, -0.4480, -0.2576, 0.4854]}